{
  "formula": "C11H44F2N23O15S2",
  "method": "wB97M-V/def2-TZVPD",
  "homo_ev": -6.78,
  "e_tot_ha": -3830.1935,
  "molar_mass_g_mol": 840.749,
  "orbital_gap_ev": 8.26,
  "charge": -1,
  "species": ["N", "S", "O", "O", "F", "S", "O", "O", "F", "C", "O", "N", "N", "H", "H", "H", "H", "C", "O", "N", "N", "H", "H", "H", "H", "C", "O", "N", "N", "H", "H", "H", "H", "C", "O", "N", "N", "H", "H", "H", "H", "C", "O", "N", "N", "H", "H", "H", "H", "C", "O", "N", "N", "H", "H", "H", "H", "C", "O", "N", "N", "H", "H", "H", "H", "C", "O", "N", "N", "H", "H", "H", "H", "C", "O", "N", "N", "H", "H", "H", "H", "C", "O", "N", "N", "H", "H", "H", "H", "C", "O", "N", "N", "H", "H", "H", "H"],
  "coordinates": [[-0.73061, 0.48614, -1.59937], [-0.63949, -1.09694, -1.43654], [-1.73203, -1.78466, -0.80717], [0.66560, -1.70556, -1.31356], [-1.07568, -1.45685, -2.94669], [-0.78225, 0.80138, 0.07490], [0.18825, 0.11303, 0.86376], [-2.05453, 1.12035, 0.64721], [-0.25485, 2.28919, -0.08757], [0.88828, -2.74967, 3.01930], [1.61938, -1.77550, 3.18585], [-0.04837, -2.86177, 2.04406], [0.89336, -3.81733, 3.87187], [-0.00851, -2.23856, 1.25183], [-0.50813, -3.74662, 1.94259], [0.42392, -4.66705, 3.62727], [1.50141, -3.78482, 4.66880], [3.92338, 0.91550, 3.18954], [4.75956, 1.80365, 3.16158], [4.17483, -0.34949, 3.67818], [2.58068, 1.01332, 2.93864], [5.10181, -0.62040, 3.93813], [3.38200, -0.98078, 3.65507], [2.22446, 0.07802, 3.03007], [2.09976, 1.82105, 2.59014], [4.15950, 0.73186, -0.36912], [4.51020, 1.89930, -0.17684], [4.96723, -0.15935, -0.97702], [2.98312, 0.23104, 0.07363], [5.83131, 0.13504, -1.39144], [4.76002, -1.14229, -1.02184], [2.41980, 0.79655, 0.67770], [2.79883, -0.75832, 0.04625], [-5.62594, 1.99599, -0.28410], [-5.23344, 2.70635, -1.20053], [-6.69588, 2.24200, 0.52880], [-4.88554, 0.91817, 0.10102], [-7.39420, 2.92512, 0.30468], [-6.89486, 1.59526, 1.26880], [-3.94614, 0.80533, -0.23408], [-5.13655, 0.38385, 0.91402], [-4.46002, -3.86530, 1.82991], [-3.78168, -3.63905, 2.82453], [-4.24915, -3.37438, 0.59444], [-5.64467, -4.57152, 1.95361], [-4.88630, -3.43717, -0.17274], [-3.44096, -2.76626, 0.60662], [-6.16061, -4.77337, 1.11853], [-5.95980, -4.84865, 2.86179], [1.66617, 2.50914, -3.58871], [2.25532, 3.32881, -4.27442], [0.37916, 2.67444, -3.09882], [2.11930, 1.22942, -3.38921], [0.12889, 1.91873, -2.46947], [0.06792, 3.62571, -3.01612], [1.54831, 0.61350, -2.84661], [2.98248, 0.97659, -3.82783], [-4.30564, 3.85821, 3.66393], [-4.16417, 3.96802, 4.87278], [-3.57061, 2.96086, 2.94493], [-5.03625, 4.69031, 2.84361], [-2.88124, 2.32535, 3.29481], [-3.62843, 3.05440, 1.94564], [-5.45041, 5.50958, 3.24201], [-5.09688, 4.43735, 1.87625], [1.66172, -3.25182, -4.41926], [1.85228, -3.43264, -5.61226], [2.25750, -2.24498, -3.70291], [0.92209, -4.05727, -3.60750], [2.25958, -2.19262, -2.69712], [3.01106, -1.73941, -4.13360], [0.51226, -4.87215, -4.02286], [0.81408, -3.79321, -2.64495], [-2.89429, 1.70728, -4.31032], [-3.75667, 2.29117, -4.95762], [-1.96210, 0.86305, -4.85959], [-2.70557, 1.92560, -2.97695], [-1.10143, 0.97597, -4.34916], [-1.96406, 0.66344, -5.84055], [-3.25789, 2.68667, -2.61413], [-2.01269, 1.48841, -2.35814], [2.72878, 4.83894, 1.32236], [1.89954, 5.73352, 1.40730], [2.50953, 3.59642, 0.74593], [4.04762, 4.99329, 1.62407], [1.54579, 3.38155, 0.57477], [3.31559, 3.11216, 0.34175], [4.68206, 4.25339, 1.38153], [4.30354, 5.80369, 2.15423], [3.54664, -3.57807, -0.01367], [3.15603, -2.62245, -0.67576], [3.28939, -3.62193, 1.34946], [4.22565, -4.64954, -0.49152], [4.01087, -3.91594, 1.98930], [2.91496, -2.70919, 1.58750], [4.18307, -5.48612, 0.06042], [4.36471, -4.66349, -1.48803]],
  "forces_ev_per_a": [[0.297, -1.465, 4.384], [-0.642, -4.095, -4.574], [0.164, 0.813, 1.717], [-0.893, 1.055, 0.377], [0.932, 0.740, 0.296], [-0.040, 3.904, -0.151], [-0.334, -0.257, -0.314], [-0.107, -1.328, -0.514], [0.649, -0.288, -0.116], [-0.747, -0.274, 0.155], [0.111, -0.202, -0.169], [0.541, 0.224, -0.084], [0.316, 0.176, 0.106], [-0.037, 0.023, 0.076], [-0.274, 0.103, -0.208], [-0.031, -0.067, 0.192], [-0.004, -0.055, -0.042], [0.187, 1.070, 1.013], [-0.171, -0.251, -0.376], [-0.185, -0.222, -0.373], [0.884, -0.586, 0.307], [0.001, 0.014, -0.063], [0.791, -0.417, 0.361], [-1.705, 0.621, -0.503], [0.198, 0.094, -0.052], [-0.008, 0.718, 1.044], [0.020, -0.235, -0.561], [0.769, -0.929, -0.795], [-0.088, -0.038, -0.371], [-0.055, 0.342, 0.191], [-0.346, 0.089, 0.012], [0.135, 0.058, 0.087], [-0.108, -0.022, -0.233], [1.636, 0.291, -0.261], [-0.893, 0.210, 0.287], [-0.404, -0.018, 0.155], [-0.519, -0.683, 0.294], [0.136, 0.033, -0.253], [-0.148, 0.065, 0.026], [-0.027, 0.193, -0.158], [0.114, 0.024, 0.025], [-1.868, -0.226, 1.554], [0.427, -0.084, -0.748], [1.515, 0.369, 0.443], [0.495, 0.059, -0.623], [0.030, 0.131, -0.070], [-0.153, 0.081, -0.889], [-0.340, -0.201, 0.264], [0.034, -0.093, -0.022], [-0.584, -0.072, -1.104], [0.045, -0.027, 0.521], [1.287, -0.443, -0.310], [-0.056, 0.760, 0.069], [-0.448, 1.098, 0.033], [-0.231, -0.123, 0.287], [0.412, -0.588, 0.039], [-0.001, -0.223, 0.150], [1.709, 0.250, 0.509], [-0.877, 0.238, -0.199], [-0.668, -0.176, -1.247], [0.037, -0.638, 0.684], [-0.110, 0.152, 0.503], [0.345, -0.376, -0.064], [-0.137, -0.016, -0.152], [-0.323, 0.470, -0.141], [0.996, 0.215, 0.401], [-0.313, -0.080, 0.215], [0.492, 0.671, -0.256], [-0.098, -0.239, -0.338], [-0.212, -0.268, 0.036], [-0.176, -0.086, -0.356], [-0.223, 0.060, 0.214], [-0.299, -0.245, 0.031], [0.047, 0.793, -0.644], [-0.063, -0.507, 0.209], [-0.011, -0.204, 1.008], [-0.275, 0.450, 0.589], [0.483, -0.494, -0.628], [0.052, 0.333, -0.069], [-0.176, -0.233, 0.157], [-0.861, 0.247, -1.142], [0.281, -0.296, -1.530], [-0.139, -0.404, 0.740], [-0.314, 0.893, 0.983], [-0.141, 0.312, 0.136], [0.109, -0.042, -0.611], [-0.618, -0.470, 0.031], [0.243, 0.037, 0.523], [0.272, -0.050, -0.136], [-0.044, 0.246, 0.863], [0.456, -0.577, -0.285], [-0.271, 0.653, -0.390], [-0.023, 0.409, -0.224], [0.107, -0.161, -0.199], [-0.040, -0.146, 0.523], [0.149, -0.207, -0.308], [-0.039, -0.361, 0.034]]
}